{
  "formula": "CH3NO2S",
  "method": "ωB97M-V/def2-TZVPD",
  "homo_energy_ev": [-10.2, -10.2],
  "largest_force_ev_per_a": 4.7,
  "lumo_energy_ha": [-0.0672, -0.0671],
  "de_lowest_ev": 5.827,
  "orbital_gap_ev": [8.4, 8.4],
  "total_energy_ev": -17499.643,
  "elements": ["C", "N", "O", "O", "S", "H", "H", "H"],
  "coordinates": [[-0.726551, 0.357837, 0.628560], [-0.432342, 0.251328, -0.885122], [1.353498, -1.436053, -0.206495], [1.957611, 0.858018, 0.212387], [0.911080, -0.100385, -0.019369], [-0.741932, 1.486767, 0.761700], [-1.410352, -0.190190, 1.196699], [-0.911010, -1.227324, -1.688360]],
  "forces_ev_per_angstrom": [[3.032, 2.276, -1.450], [-1.577, -3.008, -2.884], [-0.231, -1.314, 0.206], [-0.906, 0.431, -0.606], [-0.542, 0.519, 1.583], [-0.235, -1.530, 0.386], [-0.831, -1.192, 0.428], [1.290, 3.818, 2.337]]
}



{
  "formula": "CH3NO2S",
  "method": "ωB97M-V/def2-TZVPD",
  "homo_energy_ev": -10.3,
  "largest_force_ev_per_a": 5.4,
  "lumo_energy_ha": 0.0196,
  "de_lowest_ev": 3.055,
  "orbital_gap_ev": 10.9,
  "total_energy_ev": -17502.415,
  "elements": ["O", "S", "O", "C", "N", "H", "H", "H"],
  "coordinates": [[0.726715, -1.800987, -0.817012], [0.166448, -0.496210, -0.879591], [-0.112053, 0.167832, -2.129228], [0.410135, 0.506821, 0.573755], [-0.865571, -0.210098, 0.387403], [0.333817, 1.484930, 0.435737], [1.068782, 0.295824, 1.635548], [-1.728275, 0.051888, 0.793388]],
  "forces_ev_per_angstrom": [[0.145, -0.315, -0.517], [-1.116, 1.286, 1.775], [0.257, -0.491, 0.833], [1.628, -4.165, 3.060], [1.830, -0.874, -0.560], [-0.044, 4.302, -0.884], [-1.623, 0.033, -3.306], [-1.076, 0.222, -0.401]]
}